(1)
Density functional theory data (ωB97M-V with the def2-TZVPD basis set) for an isolated molecule of C5H8O.

For the HOMO-LUMO gap, the calculation gives 10.91 eV. As for the SMILES: C#CC[C@@H](C)O. As for the charge: 0. The calculation puts the energy relative to the best compared isomer or geometry (same formula, charge and spin) at 236.25 kJ/mol. The largest force on an atom is 1.030 eV/A. As for the calculated total energy: -270.467911 Ha.

Atoms and positions in Å:
C1 0.30 1.56 1.07
C2 -0.55 0.50 0.38
O1 -0.84 0.99 -0.91
C3 0.25 -0.82 0.33
C4 -0.08 -1.75 -0.78
C5 0.02 -2.23 -1.88
H1 1.20 1.74 0.46
H2 -0.24 2.50 1.18
H3 0.62 1.21 2.06
H4 -1.48 0.32 0.95
H5 -1.25 0.28 -1.42
H6 1.26 -0.55 0.03
H7 0.29 -1.27 1.33
H8 0.50 -2.49 -2.80


(2)
Density functional theory data (ωB97M-V with the def2-TZVPD basis set) for a structure of composition C27H59Br2F9OSSi2.

For the HOMO-LUMO gap, the calculation gives 10.34 eV. As for the charge: 0. The largest force on an atom is 1.202 eV/A. As for the calculated total energy: -8163.497441 Ha.

Atoms and positions in Å:
C1 6.53 -2.34 0.38
C2 5.04 -2.47 0.06
Br1 4.35 -4.11 0.95
C3 4.76 -2.60 -1.43
Si1 4.55 -0.97 -2.29
Br2 4.76 -1.42 -4.51
C4 2.85 -0.23 -2.07
C5 2.27 -0.51 -0.68
C6 0.74 -0.30 -0.59
C7 0.07 -1.36 0.28
C8 -0.86 -2.30 -0.46
F1 -1.80 -1.59 -1.15
F2 -1.51 -3.10 0.44
C9 -0.12 -3.21 -1.47
F3 0.26 -2.47 -2.55
F4 1.01 -3.69 -0.86
S1 -1.09 -4.74 -2.07
F5 -0.95 -5.39 -0.65
F6 -2.47 -4.08 -1.68
F7 -1.25 -4.12 -3.53
F8 0.29 -5.40 -2.53
F9 -1.85 -6.03 -2.56
O1 5.74 0.09 -1.82
Si2 6.24 1.33 -2.83
H1 6.78 -2.87 1.28
H2 7.10 -2.73 -0.45
H3 6.79 -1.30 0.54
H4 4.48 -1.66 0.51
H5 5.51 -3.24 -1.88
H6 3.81 -3.11 -1.56
H7 2.95 0.85 -2.19
H8 2.19 -0.60 -2.85
H9 2.46 -1.55 -0.43
H10 2.74 0.09 0.08
H11 0.57 0.68 -0.15
H12 0.30 -0.25 -1.58
H13 0.77 -1.93 0.88
H14 -0.60 -0.87 0.98
H15 5.07 1.92 -3.50
H16 7.20 0.82 -3.82
H17 6.93 2.34 -2.01
C10 -4.03 5.23 1.72
C11 -2.76 5.06 2.55
C12 -1.48 5.17 1.72
C13 -1.32 4.11 0.63
C14 -1.37 2.66 1.12
C15 -0.24 2.32 2.09
H18 -4.13 4.45 0.96
H19 -4.92 5.18 2.36
H20 -4.04 6.20 1.22
H21 -2.79 4.10 3.07
H22 -2.74 5.83 3.33
H23 -0.62 5.12 2.40
H24 -1.44 6.15 1.25
H25 -0.37 4.28 0.12
H26 -2.10 4.25 -0.12
H27 -1.30 2.00 0.25
H28 -2.33 2.45 1.59
H29 0.74 2.49 1.63
H30 -0.29 1.27 2.38
H31 -0.29 2.91 3.00
C16 2.46 5.20 8.32
C17 1.64 4.57 7.20
C18 2.47 3.71 6.25
C19 3.56 4.47 5.48
C20 3.06 5.65 4.65
C21 2.08 5.23 3.55
H32 3.22 5.89 7.93
H33 1.82 5.78 8.99
H34 2.97 4.44 8.91
H35 1.11 5.35 6.65
H36 0.87 3.94 7.65
H37 1.80 3.22 5.53
H38 2.94 2.90 6.81
H39 4.08 3.76 4.83
H40 4.31 4.83 6.19
H41 3.92 6.14 4.19
H42 2.59 6.39 5.29
H43 2.54 4.51 2.87
H44 1.78 6.10 2.96
H45 1.18 4.78 3.96
C22 -6.75 -6.96 -6.44
C23 -5.74 -5.82 -6.55
C24 -4.76 -5.75 -5.37
C25 -5.41 -5.51 -4.01
C26 -6.25 -4.24 -3.91
C27 -5.43 -2.96 -4.13
H46 -7.39 -6.85 -5.56
H47 -7.40 -6.98 -7.32
H48 -6.24 -7.92 -6.38
H49 -6.27 -4.86 -6.65
H50 -5.16 -5.94 -7.47
H51 -4.02 -4.98 -5.56
H52 -4.20 -6.69 -5.32
H53 -4.63 -5.48 -3.25
H54 -6.04 -6.37 -3.74
H55 -6.70 -4.20 -2.91
H56 -7.08 -4.27 -4.62
H57 -4.62 -2.89 -3.41
H58 -6.06 -2.08 -4.02
H59 -5.00 -2.93 -5.13


(3)
Density functional theory data (ωB97M-V with the def2-TZVPD basis set) for a structure of composition C18H33CeGeN3O5S3Si3.

For the HOMO-LUMO gap (spin up / spin down), the calculation gives 5.35 / 4.18 eV. As for the charge: -1. The largest force on an atom is 13.943 eV/A. As for the calculated total energy: -5860.962696 Ha. Its multiplicity is 2.

Atoms and positions in Å:
Ce1 0.00 0.00 0.00
O1 3.21 1.40 -1.24
C1 1.92 1.02 -1.13
O2 1.62 -0.15 -1.34
C2 1.00 2.23 -0.86
O3 -0.25 2.04 -0.19
C3 -0.13 2.17 1.24
C4 0.84 1.13 1.84
O4 2.03 1.53 1.97
O5 0.33 0.00 2.09
H1 3.67 0.53 -1.19
H2 0.75 2.62 -1.85
H3 1.58 3.01 -0.35
H4 -1.13 2.02 1.67
H5 0.19 3.19 1.49
S1 1.95 -1.76 0.39
C5 0.62 -2.36 1.31
S2 -1.05 -2.36 0.90
C6 0.97 -2.96 2.65
C7 1.14 -4.36 2.74
N1 1.30 -5.51 2.86
C8 1.11 -2.11 3.76
N2 1.23 -1.44 4.71
C9 -4.63 -0.61 -0.11
Si1 -3.82 -0.80 -1.78
C10 -5.11 -0.55 -3.11
C11 -3.15 -2.54 -1.89
Ge1 -2.10 0.74 -2.03
Si2 -1.07 0.60 -4.11
C12 0.50 1.62 -4.13
C13 -2.22 1.21 -5.45
C14 -0.59 -1.16 -4.48
Si3 -2.76 2.91 -1.52
C15 -1.35 4.10 -1.77
C16 -3.27 3.02 0.28
C17 -4.19 3.43 -2.60
H6 -5.41 -1.38 0.00
H7 -5.10 0.39 -0.03
H8 -3.86 -0.74 0.69
H9 -5.93 -1.29 -2.97
H10 -4.65 -0.70 -4.10
H11 -5.53 0.47 -3.04
H12 -3.98 -3.26 -1.74
H13 -2.39 -2.69 -1.10
H14 -2.70 -2.72 -2.88
H15 0.26 2.68 -3.96
H16 0.99 1.51 -5.12
H17 1.18 1.25 -3.34
H18 -2.48 2.27 -5.26
H19 -3.14 0.60 -5.46
H20 -1.71 1.13 -6.43
H21 0.07 -1.55 -3.68
H22 -0.06 -1.20 -5.46
H23 -1.50 -1.79 -4.55
H24 -0.49 3.80 -1.15
H25 -1.68 5.12 -1.47
H26 -1.06 4.12 -2.84
H27 -2.42 2.72 0.92
H28 -4.14 2.36 0.47
H29 -3.56 4.07 0.51
H30 -3.89 3.39 -3.66
H31 -4.49 4.47 -2.34
H32 -5.05 2.75 -2.42
S3 -2.79 -1.02 3.46
C18 -2.11 0.00 2.44
N3 -1.57 0.80 1.64
H33 -0.36 -1.22 -1.76


(4)
Density functional theory data (ωB97M-V with the def2-TZVPD basis set) for an isolated molecule of Cl2H5NSi2.

For the HOMO-LUMO gap, the calculation gives 10.62 eV. As for the SMILES: [SiH3]N[SiH](Cl)Cl. As for the charge: 0. The calculation puts the energy relative to the best compared isomer or geometry (same formula, charge and spin) at 8.56 kJ/mol. The largest force on an atom is 3.774 eV/A. As for the calculated total energy: -1557.239272 Ha.

Atoms and positions in Å:
N1 -0.98 -0.12 -0.67
Si1 0.03 0.19 0.78
Si2 -0.17 -0.16 -2.26
Cl1 0.08 1.65 -3.03
Cl2 -1.30 -1.30 -3.39
H1 -1.82 0.44 -0.67
H2 -0.86 0.42 2.05
H3 0.79 -0.98 0.67
H4 0.89 1.44 0.49
H5 1.01 -0.89 -1.87


(5)
Density functional theory data (ωB97M-V with the def2-TZVPD basis set) for a structure of composition C2H4IN3.

For the HOMO-LUMO gap (spin up / spin down), the calculation gives 7.86 / 8.93 eV. As for the charge: 0. The calculation puts the energy relative to the best compared isomer or geometry (same formula, charge and spin) at 252.60 kJ/mol. The largest force on an atom is 4.272 eV/A. As for the calculated total energy: -540.393742 Ha.

Atoms and positions in Å:
C1 -0.49 -0.24 -0.38
C2 -0.68 1.27 -0.61
N1 -1.15 -1.18 -0.87
N2 0.63 -0.52 0.28
N3 0.60 -1.77 0.71
I1 2.22 -2.33 1.75
H1 -1.44 1.45 -1.28
H2 -1.07 1.48 0.38
H3 0.27 1.68 -0.71
H4 1.12 0.17 0.73


(6)
Density functional theory data (ωB97M-V with the def2-TZVPD basis set) for an isolated molecule of C5H10S2.

For the HOMO-LUMO gap (spin up / spin down), the calculation gives 6.97 / 6.35 eV. As for the charge: 0. The calculation puts the energy relative to the best compared isomer or geometry (same formula, charge and spin) at 0.00 kJ/mol. The largest force on an atom is 4.095 eV/A. As for the calculated total energy: -992.746943 Ha. Its multiplicity is 3.

Atoms and positions in Å:
C1 -1.16 -2.38 0.49
C2 -0.56 -2.39 -0.82
C3 -0.59 1.33 -0.47
C4 0.83 1.02 1.62
C5 0.06 0.32 0.44
S1 -1.94 -3.59 1.26
S2 -1.06 -0.83 1.36
H1 -0.90 -1.51 -1.39
H2 -0.77 -3.37 -1.46
H3 0.57 -2.46 -0.83
H4 -1.05 2.09 0.12
H5 0.09 1.73 -1.13
H6 -1.26 0.71 -1.05
H7 0.23 1.85 2.08
H8 1.63 1.54 0.97
H9 1.24 0.30 2.43
H10 0.85 -0.21 -0.04


Q: Look up the calculated total energy of the sixth one.
A: -992.746943 Ha


Q: What is the formula in the fourth record?
A: Cl2H5NSi2